{
  "formula": "C4H7BOS",
  "method": "ωB97M-V with the def2-TZVPD basis set",
  "fmax_ev_per_a": 5.10,
  "total_energy_ha": -654.82857,
  "multiplicity": 1,
  "de_lowest_kcal_mol": 58.2,
  "orbital_gap_ha": 0.3272,
  "elements": ["H", "O", "H", "H", "H", "H", "C", "S", "C", "H", "C", "C", "B", "H"],
  "xyz": [[-3.53799, 0.42913, 0.38312], [1.33504, -1.21549, 0.18831], [3.35701, -1.67586, 0.30916], [-2.24602, 1.57624, 0.74062], [-1.67718, 0.36186, -1.65251], [-2.02283, -1.23505, -0.71268], [2.94619, 0.43090, 0.03518], [1.45936, 1.32877, -0.45195], [2.64879, -0.89251, 0.29188], [3.88554, 0.75608, -0.10993], [-1.83523, -0.12513, -0.67647], [-2.48194, 0.50616, 0.49014], [0.55561, -0.14183, -0.22025], [-2.38636, -0.10326, 1.38538]],
  "nbo_charge": [0.2062, -0.6634, 0.2023, 0.2144, 0.2120, 0.2089, -0.4204, 0.0814, 0.1142, 0.2175, -0.4608, -0.6655, 0.5372, 0.2160]
}

{
  "formula": "C10H8NO3",
  "method": "ωB97M-V with the def2-TZVPD basis set",
  "fmax_ev_per_a": 5.46,
  "charge": -1,
  "total_energy_ha": -666.25750,
  "multiplicity": 1,
  "de_lowest_kcal_mol": 76.2,
  "orbital_gap_ha": 0.2549,
  "elements": ["C", "C", "C", "H", "H", "C", "O", "H", "H", "C", "N", "O", "H", "C", "H", "C", "H", "C", "O", "H", "C", "C"],
  "xyz": [[1.66049, -0.92576, 0.48097], [-1.19015, -1.20251, 1.31266], [2.01588, 0.51612, -1.73284], [1.66598, -1.67155, 1.31775], [-4.37858, -0.32177, 1.17587], [-1.54127, 0.69104, -0.21293], [2.78796, -0.48190, -1.55302], [1.65978, 0.63857, -2.77300], [-2.86958, -1.90506, 2.34749], [-2.48377, -1.17080, 1.62835], [0.65250, -0.21046, -0.02774], [2.69236, 2.49168, -0.23576], [3.70788, -1.40945, 0.14264], [2.45232, 2.01863, -1.28252], [-3.62165, 1.43713, -0.41539], [-3.40138, -0.27558, 1.01918], [-1.15994, 1.37094, -0.94966], [-2.88342, 0.70106, 0.09232], [2.50199, 2.59307, -2.39259], [-0.45678, -1.75917, 1.83989], [-0.62166, -0.21637, 0.44350], [2.81104, -0.90789, -0.22514]],
  "nbo_charge": [-0.0235, -0.3163, 0.3178, 0.1852, 0.1844, -0.2703, -0.4509, 0.1955, 0.1911, -0.1938, -0.5708, -0.6663, 0.1823, 0.7006, 0.1974, -0.3063, 0.2152, -0.1911, -0.7365, 0.1944, 0.2235, -0.0615]
}

{
  "formula": "H8O20S4Zn",
  "method": "ωB97M-V with the def2-TZVPD basis set",
  "fmax_ev_per_a": 5.16,
  "charge": -6,
  "total_energy_ha": -4880.65860,
  "multiplicity": 1,
  "de_lowest_kcal_mol": 85.6,
  "orbital_gap_ha": 0.0925,
  "elements": ["O", "O", "S", "O", "H", "O", "Zn", "O", "O", "O", "H", "H", "O", "O", "H", "S", "O", "H", "H", "O", "O", "H", "S", "O", "O", "S", "O", "O", "O", "O", "O", "H", "O"],
  "xyz": [[0.67793, 2.28825, 2.58096], [2.47621, -0.63787, 0.26595], [1.64694, 3.21363, 3.21398], [1.32891, -4.18033, 1.14129], [-2.59078, 2.72455, -3.72554], [4.24266, -1.84566, -0.70313], [-0.50098, 0.51812, 0.15369], [2.81419, 3.32186, 2.35276], [1.03541, 4.58201, 3.29427], [-1.21518, -2.61198, -4.40827], [1.78438, -4.14935, 1.98262], [-3.59995, 2.15277, 0.03479], [-4.36071, -1.43203, 2.20781], [-0.97146, -1.25847, -2.45830], [0.82570, -3.36665, 1.11071], [-3.18995, -2.27424, 2.46038], [-2.85879, -2.24027, 3.87009], [2.25273, 2.44168, -1.73708], [1.21286, 3.54149, -1.70553], [4.20883, 0.55993, -0.80496], [-2.68824, 2.30945, -0.21112], [-2.65959, 3.23632, -0.44846], [-0.88790, -2.63167, -3.01066], [1.97735, 2.70144, 4.58371], [-3.43672, -3.61152, 1.97214], [3.85267, -0.62139, -0.04733], [4.71932, -0.27558, 1.06324], [0.47556, -3.16436, -2.95708], [1.32131, 2.59853, -1.58181], [-2.16348, 2.05553, -4.26038], [-1.74465, -3.57622, -2.33692], [-1.94068, 1.35991, -3.64175], [-2.04388, -1.72788, 1.74994]],
  "nbo_charge": [-1.0841, -1.0039, 2.5704, -0.9455, 0.4421, -1.0889, 1.1821, -1.0934, -1.1717, -1.1443, 0.4378, 0.4768, -1.1573, -1.0937, 0.5079, 2.6167, -1.1355, 0.4990, 0.4373, -1.0672, -0.9346, 0.4537, 2.6063, -1.1136, -1.1024, 2.6152, -1.0293, -1.1122, -0.9350, -0.9653, -1.1055, 0.5205, -1.0824]
}

{
  "formula": "C5H13N2O",
  "method": "ωB97M-V with the def2-TZVPD basis set",
  "fmax_ev_per_a": 4.01,
  "charge": 1,
  "total_energy_ha": -382.76373,
  "smiles": "N/C=C/C[C@@H]([NH3+])CO",
  "multiplicity": 1,
  "de_lowest_kcal_mol": 61.4,
  "orbital_gap_ha": 0.3068,
  "elements": ["H", "H", "H", "O", "C", "C", "H", "H", "H", "H", "C", "H", "H", "C", "H", "N", "N", "C", "H", "H", "H"],
  "xyz": [[-0.05619, 1.90044, -0.47349], [1.54392, 1.42367, 2.00242], [-0.22242, -1.60634, 1.29605], [1.58668, -1.29878, 2.29952], [0.66658, 0.16724, 0.57698], [-1.26074, 0.14477, -0.87705], [1.15619, -0.35253, -0.35300], [-1.95547, -0.51508, -0.32880], [1.78437, 2.15538, 0.55195], [-0.28494, -0.36082, 2.55133], [-0.52350, 0.97903, 0.09404], [-2.73463, -1.06853, -2.63848], [2.73443, 0.92065, 0.99481], [0.37055, -0.86679, 1.74263], [-0.95917, 1.55492, 0.91851], [-2.02456, -0.50196, -3.07494], [1.73288, 1.23365, 1.02776], [-1.14429, 0.18726, -2.20397], [1.67411, -2.29168, 2.10284], [-0.35859, 0.79246, -2.74021], [-1.62494, -0.95314, -3.94563]],
  "nbo_charge": [0.1961, 0.4355, 0.2115, -0.7237, -0.0294, -0.3584, 0.2363, 0.2103, 0.4441, 0.1848, -0.4450, 0.3867, 0.4521, -0.0856, 0.2351, -0.8043, -0.7063, 0.0553, 0.5036, 0.2024, 0.3987]
}

{
  "formula": "C18H13Cl3N4S4SbTi",
  "method": "ωB97M-V with the def2-TZVPD basis set",
  "fmax_ev_per_a": 0.20,
  "total_energy_ha": -4975.90644,
  "multiplicity": 4,
  "de_lowest_kcal_mol": 1.3,
  "orbital_gap_ha": [0.2731, 0.2207],
  "elements": ["C", "H", "S", "C", "N", "H", "C", "H", "C", "N", "H", "Ti", "C", "H", "N", "H", "C", "C", "H", "H", "H", "C", "C", "C", "C", "C", "C", "H", "S", "S", "H", "C", "C", "H", "Cl", "H", "C", "Sb", "C", "C", "Cl", "S", "Cl", "N"],
  "xyz": [[0.96879, 2.02768, -4.16015], [-0.61809, 1.16511, 4.63893], [3.87757, 0.61388, 2.73214], [1.04617, -1.20555, 2.89465], [-0.28453, 2.37705, -3.69046], [-3.15627, 2.96538, -2.82794], [-1.24307, -1.03482, 2.13514], [0.18877, -2.45264, 1.37461], [-1.64043, -2.48859, -1.31403], [-1.66699, 0.96483, -0.59716], [1.61080, 0.11691, 4.48264], [0.36124, -0.10355, -0.26786], [-1.46416, -0.03106, 3.07781], [3.53211, 2.18348, -6.30065], [0.48802, 0.85810, -2.27172], [-2.44974, 0.40660, 3.17968], [3.42018, 0.90459, -4.57588], [0.01704, -1.62175, 2.04928], [-3.02996, 0.50698, 0.93869], [1.30300, 3.20564, -5.94467], [2.01969, -1.67272, 2.82230], [-1.71209, 1.69861, -1.76277], [0.81555, -0.20567, 3.82340], [2.92920, 1.88026, -5.45534], [-2.62185, -3.38880, -1.70721], [-2.88332, 2.34203, -1.99302], [-0.51520, 1.65027, -2.57592], [-2.06409, -1.40086, 1.52373], [2.46594, -1.02031, -0.35688], [0.96844, 1.97303, 0.82664], [-0.89966, 3.06967, -4.07867], [-0.44091, 0.38344, 3.91173], [2.69695, 0.48111, -3.47923], [4.39210, 0.46913, -4.76492], [-3.27004, -3.27239, -3.26718], [3.07340, -0.27586, -2.80850], [1.44930, 1.06593, -3.26425], [3.17711, 1.15664, 0.51840], [1.69084, 2.45790, -5.26592], [-2.80569, 1.03408, 0.03013], [-4.26159, -1.63617, -0.35588], [-3.98589, 1.98636, -0.74090], [-2.88207, -4.78637, -0.79054], [-0.79237, -1.75517, -1.02930]],
  "nbo_charge": [0.1005, 0.2187, -0.3510, -0.1832, -0.5020, 0.2460, -0.1922, 0.2423, 0.3955, -0.5073, 0.2266, 1.1415, -0.2283, 0.2205, -0.5226, 0.2157, -0.2151, -0.2933, 0.2639, 0.2211, 0.2387, 0.0555, -0.2009, -0.1980, -0.1794, -0.4061, 0.4084, 0.2492, -0.6385, -0.7033, 0.4266, -0.1694, -0.2112, 0.2218, 0.1226, 0.2507, 0.1550, 0.9419, -0.2284, -0.0548, -0.7649, 0.5495, 0.1295, -0.4921]
}

{
  "formula": "C5H11N",
  "method": "ωB97M-V with the def2-TZVPD basis set",
  "fmax_ev_per_a": 2.13,
  "total_energy_ha": -251.77905,
  "smiles": "C=CC.C=NC",
  "multiplicity": 1,
  "de_lowest_kcal_mol": 52.4,
  "orbital_gap_ha": 0.3900,
  "elements": ["H", "C", "N", "H", "C", "H", "H", "H", "H", "H", "C", "H", "C", "H", "H", "H", "C"],
  "xyz": [[-0.98592, 3.39350, 1.59901], [-0.23046, -1.82669, 0.44350], [0.59340, 2.07534, 1.19455], [-0.41982, -2.66156, 1.09708], [-0.40168, -2.30946, -0.96840], [-0.97139, -1.06854, 0.71052], [0.73038, -1.31665, 0.49730], [0.29078, -2.23159, -2.96576], [-1.43735, 1.97921, 0.54157], [0.72712, 2.22521, -0.96493], [1.12820, 2.10638, 0.06203], [-1.07138, 1.87190, 2.35329], [0.51285, -2.09182, -1.91072], [2.20667, 1.88904, 0.10833], [1.55374, -1.83783, -1.78170], [-1.38718, -2.51347, -1.40217], [-0.83794, 2.31703, 1.38648]],
  "nbo_charge": [0.2092, -0.6500, -0.3902, 0.2174, -0.1754, 0.2168, 0.2204, 0.1889, 0.1864, 0.1482, -0.0669, 0.2091, -0.3997, 0.1648, 0.1847, 0.1962, -0.4600]
}

{
  "formula": "C8H11N4",
  "method": "ωB97M-V with the def2-TZVPD basis set",
  "fmax_ev_per_a": 3.18,
  "charge": 1,
  "total_energy_ha": -530.00641,
  "multiplicity": 1,
  "de_lowest_kcal_mol": 135.3,
  "orbital_gap_ha": [0.2272, 0.2256],
  "elements": ["C", "H", "C", "C", "H", "H", "N", "N", "H", "C", "H", "C", "N", "H", "H", "C", "H", "C", "N", "H", "H", "C", "H"],
  "xyz": [[1.98515, 0.15498, 0.15185], [-1.90973, -2.30855, -1.29036], [-1.67584, -2.17638, -0.22941], [-0.16571, 1.27868, 0.09872], [-1.44144, 2.75951, 0.98831], [-2.60965, -2.09155, 0.33222], [-1.14420, 0.24214, -0.08626], [1.08471, 1.13502, 0.17027], [-1.09684, 3.02722, -0.72563], [-0.83407, -1.00634, -0.08543], [0.15622, 3.31648, 0.47399], [3.97774, -0.73565, 0.20639], [3.12769, -1.78285, 0.13328], [3.33490, -2.77003, 0.11158], [-2.93983, 1.00425, 0.70678], [1.90438, -1.21734, 0.09399], [-1.15751, -3.07487, 0.09841], [-0.68055, 2.67332, 0.21591], [3.32207, 0.39871, 0.21936], [-3.14101, -0.16206, -0.61132], [5.04529, -0.80875, 0.24975], [-2.54056, 0.66640, -0.25053], [-2.60122, 1.47766, -0.97187]],
  "nbo_charge": [0.1254, 0.2865, -0.7841, 0.4620, 0.2316, 0.2613, -0.4214, -0.3834, 0.2375, 0.5204, 0.2766, 0.1992, -0.5805, 0.4509, 0.2417, 0.3577, 0.2801, -0.6715, -0.3654, 0.2314, 0.2317, -0.4352, 0.2475]
}

{
  "formula": "C47H63AlN4SSbSi3",
  "method": "ωB97M-V with the def2-TZVPD basis set",
  "fmax_ev_per_a": 0.76,
  "charge": -1,
  "total_energy_ha": -3797.36102,
  "multiplicity": 1,
  "orbital_gap_ha": 0.1883,
  "elements": ["H", "H", "H", "C", "S", "C", "C", "H", "N", "H", "H", "C", "C", "H", "H", "C", "H", "Si", "H", "H", "H", "C", "H", "C", "C", "H", "H", "C", "H", "C", "C", "H", "C", "C", "C", "H", "H", "C", "H", "H", "H", "C", "C", "H", "H", "C", "H", "C", "C", "H", "C", "C", "C", "C", "H", "H", "C", "H", "H", "C", "H", "H", "C", "H", "C", "H", "Sb", "C", "H", "H", "H", "C", "H", "C", "H", "H", "N", "C", "C", "H", "Si", "C", "H", "H", "C", "C", "N", "C", "H", "C", "H", "H", "C", "H", "N", "C", "H", "H", "H", "C", "H", "Si", "H", "H", "C", "H", "C", "C", "Al", "H", "H", "C", "H", "H", "H", "C", "H", "H", "H", "H"],
  "xyz": [[4.66757, -3.72475, 0.69701], [-0.35293, 4.53024, 1.89042], [2.41153, -2.17030, 3.17446], [-3.48940, -0.50026, -1.76864], [-4.96506, 1.57418, -1.50478], [-0.57830, 4.25234, -0.86034], [-1.76423, 1.02812, 2.88106], [-1.10184, -1.87355, 3.67846], [0.44805, 0.11997, -1.16323], [2.82412, -3.81038, 2.65433], [-3.86416, 1.52400, 6.22663], [3.52149, 4.14672, 2.43885], [-3.12871, 2.91583, 1.87192], [-2.15340, -0.26940, 6.04019], [1.24205, -3.46167, 3.36308], [-1.17702, 2.99101, -0.79764], [-3.78810, 3.72740, 2.18613], [1.27738, -2.78192, 1.00053], [5.04368, -3.29075, -2.13125], [-6.87046, -0.76620, -2.10639], [0.97586, 5.50275, 1.25617], [4.27598, 0.39353, 2.16965], [0.87122, -5.19111, 0.76479], [4.52841, 3.25283, -2.25441], [0.46828, -1.58541, -3.35970], [5.87910, 3.11063, -0.59298], [0.23113, -0.75244, 3.42236], [2.02238, -3.07335, 2.70503], [1.63270, -2.84083, -2.10869], [-0.15143, -0.34864, -3.45330], [-0.53996, -2.40832, 1.05970], [-0.68357, 1.37778, -2.33469], [-3.20963, 1.65466, -1.36350], [1.19910, -1.00357, -1.11090], [-4.32037, -4.43301, -4.26978], [0.44812, 4.35245, -0.53784], [-4.09583, -6.16208, -2.06290], [-1.24841, 5.40101, -1.25987], [3.86087, 4.65108, 1.53472], [-3.63562, 2.35389, 1.08410], [2.47163, -4.81873, 0.13893], [-1.60178, 0.19121, 4.03968], [3.97953, -3.05068, -2.04708], [-2.07352, -2.03813, -2.15243], [-2.10061, -5.47006, -3.25561], [-2.26924, -4.45879, -2.87962], [0.71627, 5.38667, 2.99693], [1.42638, 2.56312, 3.87577], [1.13039, -1.89707, -2.19788], [0.44782, -2.28908, -4.18303], [-3.50635, 2.18711, 4.20159], [-2.34311, 0.38811, 5.19579], [-2.58184, 5.32798, -1.62738], [-0.63102, -0.95706, 4.04809], [0.45958, 2.06045, 3.86513], [5.65696, -0.61493, -1.78743], [-5.44621, -2.33985, -2.40306], [3.66330, -2.63330, -3.00306], [-0.65699, -0.01587, -4.34789], [3.20305, 3.06686, -2.62193], [-4.20131, -5.48741, -4.53025], [-0.75591, -1.36050, 1.29978], [4.87771, -2.65336, 0.70265], [-1.83833, -4.39933, -1.88205], [-2.51606, 2.94745, -1.23729], [4.85822, 0.48757, -0.65921], [2.14391, 0.23115, 1.73122], [-4.09581, -2.73386, -2.44632], [4.29359, 3.42993, 2.71953], [1.38668, 3.36222, 4.62088], [-4.24114, 4.02222, -1.94355], [-5.82709, -1.05184, -2.09444], [-4.25481, 2.97357, 4.24156], [1.43897, -4.47315, 0.16600], [-0.28351, -1.15554, 5.06516], [-1.04129, -3.04147, 1.79516], [-1.02314, 0.90014, 1.76527], [4.85222, 3.00482, -0.93254], [-3.77016, -4.17110, -2.86163], [-5.37898, -4.18406, -4.34240], [1.82994, 3.34203, 2.21370], [-3.20798, 4.09465, -1.62210], [-3.78329, -3.83514, -5.00836], [-4.16050, -4.87931, -0.84433], [-2.78820, 2.02729, 3.02747], [-3.30028, 1.38363, 5.31323], [-2.60452, 0.52329, -1.47889], [2.68418, 2.46949, -0.33229], [4.59476, -0.51445, 2.67256], [-3.12486, -1.80395, -2.11585], [-1.73094, -3.76717, -3.53039], [1.03231, -4.50635, -0.84389], [0.67941, 4.82639, 2.05922], [3.43015, 4.89147, 3.23480], [3.98093, 2.61922, -0.00839], [1.70220, 2.12821, 0.74553], [5.93521, -2.52369, 0.46128], [5.28087, 3.57075, -2.96317], [2.88348, 3.23636, -3.64378], [-4.42855, -5.14030, -1.86869], [4.33859, 1.21248, 2.88735], [3.84300, -1.80301, -0.62007], [1.25417, 2.54776, -1.93627], [-2.23918, 3.34849, 1.41723], [-4.83451, -0.12367, -1.79923], [-6.21895, -3.05825, -2.64565], [2.11777, -1.34466, 0.03814], [-0.15501, 0.43463, -2.32844], [-0.27365, 1.52422, 0.32566], [-0.97717, -2.62165, 0.08686], [4.08542, 0.09393, -2.17974], [2.28837, 2.67635, -1.66651], [3.44746, -3.98545, -1.88586], [-5.51645, -5.11927, -1.94909], [2.17643, 1.84163, 4.20992], [4.69300, -0.31592, -1.36769], [-3.12330, 6.21545, -1.92949], [-0.73492, 6.35538, -1.26352], [4.92821, 0.62274, 1.33663], [4.71784, -2.29154, 1.71033]],
  "mulliken_charge": [0.2957, 0.0679, 0.1553, -2.1200, -0.3900, -0.2299, -0.2632, 0.3240, 1.5928, 0.3977, 0.3288, -1.2843, 0.0453, 0.3617, 0.4062, 1.6926, 0.4403, 0.8293, 0.4378, 0.3834, 0.2924, -1.5368, 0.4970, -0.7491, -1.6961, 0.4197, -0.1111, -0.8782, 0.5195, -1.1219, 0.8690, 0.5675, -0.1971, -1.0793, -1.7399, 0.8402, 0.4554, -1.4394, 0.2825, 0.0059, 0.2719, 1.8115, -1.4238, -0.0176, 0.5111, -1.8565, 0.5186, -0.9121, -0.6097, 0.3798, -0.8199, -0.6966, -0.9113, -1.2425, 0.0476, 0.5551, -0.3402, 0.3290, 0.4921, -1.2322, 0.4301, -0.7551, -1.0446, 0.3460, 1.1820, -0.0584, -0.5456, 0.0720, 0.3023, 0.4451, 0.3953, -1.4139, 0.3456, -1.1457, 0.5126, 0.6803, 0.2406, -0.7238, 2.1896, 0.3443, 1.0814, -1.0296, 0.3921, 0.3498, 0.7563, -0.8455, 0.8231, -0.5292, 0.5216, 1.0316, 0.2850, 0.2802, -0.9474, 0.3959, -0.1301, 2.5928, 0.4211, 0.4192, 0.4345, -1.8148, 0.5891, 0.5254, 0.6222, -0.5554, 0.8774, 0.4244, 1.8064, -0.1311, -5.1847, -0.7848, 0.2029, 0.3666, 0.3527, 0.3743, 0.2110, -0.7964, 0.3645, 0.4241, 0.2809, 0.2175]
}